(1)
Computed, not measured: a molecular structure, C19H13BF10MnN5O8S2, with the ωB97M-V functional and the def2-TZVPD basis.

```
59
Properties=species:S:1:pos:R:3:forces:R:3:lowdin_spin:R:1
Mn -0.2489 0.3050 0.0927 -0.812 -0.023 0.087 3.04
F 6.3647 -0.3732 -0.4562 0.024 0.110 0.109 0.00
C 5.6681 0.3136 0.4337 -0.150 -0.115 -0.106 0.00
F 5.6922 -0.3051 1.6085 0.112 -0.017 -0.069 0.00
F 6.1677 1.5341 0.5588 0.076 0.039 0.072 0.00
S 3.9093 0.4864 -0.1069 0.099 -0.023 0.098 0.00
O 3.1620 0.8197 1.0811 -0.038 -0.078 -0.037 0.00
O 3.8806 1.4259 -1.1859 -0.021 -0.172 -0.041 0.00
N 3.6887 -1.0289 -0.6031 -0.495 0.030 0.102 0.00
S 2.3287 -1.7463 -0.6048 0.426 0.227 -0.142 0.01
O 1.1925 -0.7791 -0.4383 -0.063 0.086 0.257 0.05
O 2.1305 -2.6581 -1.6699 -0.011 -0.075 0.057 0.00
C 2.2112 -2.7367 0.9562 -0.304 0.118 -0.076 0.00
F 0.9450 -3.1644 1.0650 0.195 0.053 0.088 0.00
F 2.5032 -1.9683 2.0005 -0.057 -0.010 0.001 0.00
F 3.0247 -3.7630 0.9133 0.106 -0.062 -0.063 0.00
N 1.0590 2.7773 1.6310 -0.196 -0.092 -0.096 0.01
C 0.7616 1.7210 2.4533 0.052 -0.030 -0.177 0.00
C 0.9685 1.8835 3.8249 0.033 0.062 0.225 0.00
C 0.6507 0.8674 4.6886 0.003 -0.014 -0.077 0.01
C 0.1310 -0.3268 4.1801 0.029 0.054 0.132 0.00
C -0.0407 -0.4339 2.8332 0.029 -0.165 -0.077 0.00
N 0.2754 0.5690 1.9788 0.107 -0.030 -0.194 -0.04
C 1.1478 2.8712 0.2608 -0.035 -0.205 0.175 0.00
C 1.7160 4.0129 -0.2940 0.105 0.197 -0.144 0.00
C 1.8461 4.1092 -1.6584 -0.013 -0.025 0.084 0.01
C 1.4048 3.0635 -2.4689 0.050 0.123 -0.019 0.00
C 0.8429 1.9785 -1.8693 -0.111 -0.135 -0.057 0.00
N 0.7035 1.8882 -0.5238 0.105 -0.051 -0.193 -0.04
H 1.4174 3.5807 2.1160 0.038 0.110 0.063 0.00
H 1.3798 2.8177 4.1864 -0.031 -0.038 -0.011 0.00
H 0.8016 0.9905 5.7530 0.013 0.015 -0.030 0.00
H -0.1366 -1.1528 4.8222 0.012 0.015 -0.015 0.00
H -0.4426 -1.3351 2.3939 0.009 0.024 -0.078 0.00
H 2.0625 4.8025 0.3590 0.011 -0.011 -0.003 0.00
H 2.3003 4.9868 -2.0978 -0.009 0.006 0.022 0.00
H 1.5012 3.0948 -3.5431 -0.003 -0.005 0.000 0.00
H 0.4688 1.1463 -2.4506 0.014 -0.021 0.075 0.00
F -1.6490 1.3180 0.4985 0.309 -0.127 -0.145 0.03
B -2.5919 3.2678 -0.0965 0.044 0.387 -0.160 0.00
F -3.8108 2.7778 -0.2105 0.318 0.010 0.075 0.00
F -1.8152 3.3863 -1.1788 -0.224 -0.099 0.332 0.00
F -2.1951 3.8590 1.0284 -0.079 -0.244 -0.272 0.00
O -1.1895 -0.2653 -1.5538 0.163 0.083 0.446 -0.04
C -1.7935 -1.1575 -0.8669 -0.055 -0.169 -0.050 0.01
O -1.4083 -1.2400 0.3560 0.121 0.252 -0.195 -0.04
C -2.8498 -2.0109 -1.4074 0.072 0.024 0.095 0.00
C -3.8065 -2.5258 -0.5349 0.080 -0.024 -0.005 0.00
C -4.8137 -3.3293 -1.0339 -0.109 -0.070 0.058 0.00
C -4.8252 -3.6062 -2.3885 0.012 0.070 0.032 0.00
C -3.8805 -3.1085 -3.2661 -0.066 -0.062 -0.149 0.00
C -2.8823 -2.2925 -2.7693 0.052 0.106 -0.049 0.00
N -5.9064 -4.4735 -2.9261 -0.068 -0.204 -0.065 0.00
O -5.9365 -4.6390 -4.1274 0.025 0.082 0.219 0.00
O -6.6722 -4.9642 -2.1231 0.139 0.151 -0.115 0.00
H -3.7620 -2.2828 0.5177 -0.020 -0.027 0.000 0.00
H -5.5820 -3.7422 -0.3972 0.004 0.001 -0.007 0.00
H -3.9415 -3.3635 -4.3137 0.008 0.014 0.001 0.00
H -2.1273 -1.8813 -3.4269 -0.026 -0.027 0.013 0.00
```
Positions in Å, forces in eV/Å.

Its LUMO energy (alpha / beta) is -6.3 / -5.7 eV. Its spin multiplicity is 4. The value obtained for the orbital gap (alpha / beta) is 6.21 / 6.84 eV. As for the net charge: +1.

=====

(2)
Computed, not measured: C19H13BF4N2O4 in the gas phase, with the ωB97M-V functional and the def2-TZVPD basis.

```
43
Properties=species:S:1:pos:R:3:forces:R:3:nbo_charge:R:1
O -2.5842 0.3968 -2.7118 -1.773 0.094 -2.019 -0.59
C -2.1966 0.2363 -1.5998 1.688 -0.210 2.231 0.67
N -2.9532 0.0229 -0.4653 -0.124 0.507 -0.098 -0.65
C -4.3841 0.0861 -0.4830 0.484 -0.058 1.578 0.22
C -5.0541 0.9187 -1.3963 0.585 -0.515 -0.915 -0.23
C -6.4118 1.0338 -1.3283 -0.880 0.575 0.568 -0.23
C -7.1231 0.3241 -0.3429 -0.265 0.941 -0.913 0.35
F -8.4421 0.5811 -0.2240 -0.151 -0.238 -0.093 -0.32
C -6.5161 -0.5122 0.5319 1.863 -0.411 2.162 -0.21
C -5.0828 -0.5700 0.5967 -1.193 1.997 -4.080 -0.46
B -4.3780 -1.3159 1.6581 2.467 -1.657 1.334 1.10
O -5.0400 -2.2156 2.4054 -1.311 -0.170 0.418 -0.87
O -2.9711 -1.2347 1.8071 0.591 -0.273 1.887 -0.93
C -0.7020 0.2986 -1.4537 1.939 -1.086 0.835 -0.16
C 0.1111 -0.0913 -2.5628 -1.566 0.530 0.849 -0.12
C 1.4714 0.1065 -2.5604 -1.394 0.426 2.685 -0.27
C 2.0634 0.6152 -1.4041 -1.232 0.805 -0.703 0.49
O 3.4411 0.9103 -1.5902 -1.607 -0.421 1.907 -0.48
C 4.2800 0.5875 -0.5355 2.534 1.528 -0.408 0.33
C 3.9962 -0.3349 0.4571 -0.286 -0.141 -0.360 -0.29
C 4.9482 -0.7055 1.3648 3.115 2.038 -1.336 -0.16
C 6.2725 -0.1300 1.3049 -2.737 -0.874 0.575 -0.16
C 7.1794 -0.4709 2.4847 -1.253 0.765 -5.548 0.97
F 7.1575 0.5245 3.2985 0.840 1.389 2.372 -0.30
F 8.4115 -0.6417 1.9460 0.623 -0.340 1.247 -0.33
F 6.7198 -1.5524 3.0277 0.587 -1.774 1.795 -0.31
C 6.5654 0.8105 0.3395 -0.808 0.484 -0.036 -0.18
C 5.5878 1.2239 -0.5799 -1.602 -2.113 0.564 -0.25
N 1.3007 0.9892 -0.3557 3.369 -0.689 -0.103 -0.46
C 0.0155 0.7197 -0.3041 -0.981 0.812 -2.483 0.05
H -2.5289 -0.1147 0.4848 -0.334 -0.054 -1.643 0.45
H -4.5691 1.4227 -2.2536 0.047 -0.388 1.056 0.26
H -6.8672 1.8300 -1.9456 -0.161 -0.916 0.368 0.24
H -6.9807 -1.0026 1.4054 -0.413 0.371 -0.929 0.24
H -4.5610 -2.6550 3.0983 0.297 -0.244 0.308 0.49
H -2.5228 -1.6171 2.6340 -1.357 0.754 -1.944 0.51
H -0.4150 -0.4965 -3.4188 0.166 0.171 -0.128 0.24
H 2.0359 -0.0189 -3.3908 1.676 -0.742 -2.401 0.22
H 3.0560 -0.8356 0.5108 -0.615 -0.072 -0.159 0.23
H 4.8186 -1.4659 2.0552 -0.764 -1.160 1.195 0.22
H 7.5227 1.2928 0.3832 0.384 0.135 -0.319 0.22
H 5.8143 1.8694 -1.4058 0.014 0.385 -0.074 0.23
H -0.4849 1.1808 0.5178 -0.461 -0.161 0.755 0.19
```
Positions in Å, forces in eV/Å.

Its LUMO energy is -0.2 eV. Its spin multiplicity is 1. The value obtained for the orbital gap is 8.47 eV. As for the net charge: 0.

=====

(3)
Computed, not measured: a molecular structure, C19H13Br2N5O3PtS, with the ωB97M-V functional and the def2-TZVPD basis.

```
44
Properties=species:S:1:pos:R:3:forces:R:3:nbo_charge:R:1
Pt 0.4374 -0.3035 -0.6653 -0.208 1.520 -0.086 1.07
Br 2.3935 -0.4107 3.9690 -0.045 -0.002 -0.042 0.08
C 3.2467 -0.5085 2.2933 0.412 0.040 0.281 -0.19
C 4.6597 -0.4950 2.2423 -0.180 -0.015 0.133 -0.21
C 5.3354 -0.5749 1.0608 -0.198 -0.011 -0.183 -0.11
Br 7.2216 -0.5498 1.0581 0.096 0.007 -0.009 0.07
C 4.6186 -0.6776 -0.1614 0.194 -0.041 0.003 -0.11
C 5.1726 -0.7870 -1.4577 0.139 0.006 0.059 -0.11
C 4.3558 -0.9056 -2.5445 -0.162 0.020 0.014 -0.26
C 2.9575 -0.8986 -2.3691 0.148 -0.016 -0.054 0.09
N 2.4215 -0.7813 -1.1793 -0.390 -0.165 -0.343 -0.45
C 3.2240 -0.6759 -0.0734 -0.240 -0.135 -0.285 0.09
C 2.5038 -0.5921 1.1450 -0.201 -0.140 -0.215 0.37
O 1.1946 -0.6348 1.0664 0.842 -0.234 1.438 -0.67
H 5.2085 -0.4235 3.1710 -0.013 0.009 0.007 0.24
H 6.2483 -0.7774 -1.5736 -0.008 -0.016 0.000 0.24
H 4.7587 -0.9983 -3.5421 0.009 -0.004 -0.007 0.23
H 2.2770 -0.9886 -3.2044 -0.031 0.017 0.000 0.23
N -4.4617 -1.3338 3.0681 -0.054 -0.105 -0.066 -0.79
C -3.9237 -1.1865 1.8064 -0.059 0.062 0.165 0.19
C -2.9453 -2.0677 1.3450 0.111 -0.065 -0.090 -0.27
C -2.4290 -1.9344 0.0689 0.039 0.009 0.122 -0.19
C -2.8743 -0.9130 -0.7606 -0.116 0.137 0.376 -0.36
C -3.8673 -0.0394 -0.3183 -0.014 -0.068 0.019 -0.18
C -4.3854 -0.1771 0.9533 0.015 -0.008 -0.014 -0.27
S -2.1082 -0.6843 -2.3133 -0.121 0.212 -0.814 2.33
O -3.0937 -0.1900 -3.2274 0.063 -0.003 0.067 -0.93
O -1.3771 -1.8829 -2.6043 0.008 -0.339 -0.255 -0.96
N -0.9257 0.4386 -2.0585 0.124 0.235 0.462 -0.95
C -1.2569 1.6353 -1.4008 0.345 -0.812 -0.806 0.55
N -2.3121 2.3613 -1.7322 0.059 0.446 0.259 -0.46
C -2.4458 3.5038 -1.0587 -0.008 -0.148 -0.088 0.11
C -1.5539 3.9278 -0.0842 0.054 0.042 -0.055 -0.34
C -0.5084 3.0727 0.2134 0.051 -0.099 0.065 0.11
N -0.3605 1.9209 -0.4298 -0.705 -0.389 -0.030 -0.54
H -3.9692 -1.9013 3.7340 0.029 0.027 -0.007 0.39
H -5.0004 -0.5810 3.4559 0.045 0.042 -0.020 0.39
H -2.5841 -2.8614 1.9876 -0.043 -0.006 0.014 0.21
H -1.6884 -2.6317 -0.3024 0.033 0.035 0.024 0.25
H -4.2346 0.7386 -0.9727 0.031 -0.035 -0.068 0.25
H -5.1605 0.4968 1.2981 -0.012 0.002 -0.008 0.21
H -3.3106 4.1057 -1.3149 -0.009 0.007 -0.007 0.20
H -1.6769 4.8701 0.4274 -0.006 -0.004 0.010 0.23
H 0.2187 3.2958 0.9850 -0.023 -0.017 0.034 0.21
```
Positions in Å, forces in eV/Å.

Its LUMO energy is -0.7 eV. Its spin multiplicity is 1. The value obtained for the orbital gap is 7.34 eV. As for the net charge: 0.

=====

(4)
Computed, not measured: a molecular structure, C19H13BrKN3O3SSe3Te, with the ωB97M-V functional and the def2-TZVPD basis.

```
45
Properties=species:S:1:pos:R:3:forces:R:3:nbo_charge:R:1
K 1.0417 -0.6037 1.5960 -0.031 0.169 -0.127 0.90
Se 2.1287 -0.7389 4.7877 -0.075 -0.071 -0.006 -0.67
Se 1.5843 -2.9261 4.2027 -0.108 -0.017 0.040 -0.22
Te -0.9245 -2.8457 4.5346 0.109 -0.040 0.012 0.50
Se -1.6359 -5.1321 4.6737 0.056 0.088 -0.001 -0.57
Br -2.8947 -0.0462 -5.3211 -0.015 0.005 0.002 -0.04
C -1.4892 -0.3169 -4.0515 0.007 -0.009 -0.004 -0.12
C -1.7914 -0.4746 -2.7040 -0.033 0.021 0.004 -0.24
C -0.7618 -0.6703 -1.8085 0.179 -0.016 -0.064 -0.24
C 0.5925 -0.7323 -2.2154 -0.046 0.047 0.001 0.25
C 0.8548 -0.5398 -3.5910 -0.127 -0.012 0.056 -0.31
C -0.1803 -0.3396 -4.4929 0.063 0.002 -0.065 -0.25
N 1.5390 -0.9326 -1.2426 0.124 -0.028 0.001 -0.59
C 2.7787 -1.2668 -1.5927 -0.154 -0.009 -0.056 -0.03
C 3.8397 -1.3883 -0.6707 0.246 -0.082 0.263 0.09
C 5.1287 -1.8336 -1.0980 -0.193 0.064 0.007 -0.25
C 6.1435 -1.9691 -0.1929 0.065 -0.008 -0.002 -0.21
C 5.9104 -1.6694 1.1601 0.065 -0.030 -0.013 -0.36
C 4.6362 -1.2510 1.5058 -0.101 0.010 0.051 0.05
N 3.6283 -1.1029 0.6534 0.003 -0.028 -0.070 -0.52
H -2.8110 -0.4410 -2.3425 0.023 -0.007 -0.002 0.24
H -0.9891 -0.7747 -0.7551 -0.050 -0.016 -0.024 0.23
H 1.8726 -0.5139 -3.9563 -0.007 0.002 0.008 0.20
H 0.0368 -0.1882 -5.5434 0.004 -0.002 0.001 0.20
H 3.0346 -1.5339 -2.6220 -0.062 0.039 0.001 0.13
H 5.2829 -2.0715 -2.1445 -0.013 0.012 -0.014 0.19
H 7.1200 -2.3141 -0.5168 0.001 0.003 -0.016 0.19
H 6.6802 -1.7756 1.9124 -0.004 0.006 -0.001 0.20
H 4.3966 -1.0316 2.5455 0.021 0.013 -0.038 0.20
O -3.6811 -0.5947 0.0170 -0.039 0.000 0.034 -0.97
S -3.3666 0.0303 1.2815 0.033 -0.041 0.020 2.30
O -3.9913 -0.5409 2.4501 -0.023 -0.004 -0.006 -0.96
N -1.7854 0.2313 1.4683 0.044 0.098 0.067 -0.94
C -1.4211 1.5316 1.4657 0.022 -0.060 -0.215 0.63
O -0.2665 1.9536 1.5256 -0.176 -0.050 0.118 -0.67
C -2.6122 2.4650 1.3209 0.183 -0.043 0.015 -0.15
C -2.6112 3.8478 1.2854 0.022 -0.047 0.003 -0.17
C -3.8262 4.4996 1.1138 0.040 0.015 0.009 -0.23
C -5.0084 3.7758 0.9751 -0.052 -0.058 -0.011 -0.22
C -5.0037 2.3851 1.0100 0.040 0.032 -0.014 -0.22
C -3.7856 1.7580 1.1875 -0.027 0.041 0.014 -0.22
H -1.6745 4.3814 1.3849 -0.015 0.018 -0.002 0.23
H -3.8576 5.5822 1.0810 -0.006 -0.003 -0.003 0.20
H -5.9445 4.3024 0.8309 0.007 0.008 0.010 0.20
H -5.9165 1.8161 0.8922 0.000 -0.012 0.017 0.22
```
Positions in Å, forces in eV/Å.

Its LUMO energy (alpha / beta) is 4.0 / 3.1 eV. Its spin multiplicity is 1. The value obtained for the orbital gap (alpha / beta) is 6.10 / 3.49 eV. As for the net charge: -2.

=====

(5)
Computed, not measured: a molecular structure, C19H13Cl2N5O7Pt, with the ωB97M-V functional and the def2-TZVPD basis.

```
47
Properties=species:S:1:pos:R:3:forces:R:3:lowdin_spin:R:1
Pt -0.4607 0.7367 0.7032 -0.356 -1.033 -0.340 1.55
Cl -0.4786 -3.3859 -2.2121 -0.054 0.021 0.051 0.07
C -1.1980 -3.2811 -0.6850 -0.004 0.078 -0.006 0.15
C -1.8084 -4.3778 -0.0994 0.016 -0.164 -0.143 -0.01
C -2.4196 -4.3057 1.1436 0.024 0.008 -0.075 0.21
Cl -3.1873 -5.6746 1.7731 0.036 0.068 -0.017 0.11
C -2.4006 -3.0836 1.9024 0.132 0.347 0.013 0.03
C -3.0090 -2.8908 3.1532 0.035 -0.021 0.008 0.01
C -2.8995 -1.6682 3.7762 0.002 0.000 -0.005 0.02
C -2.1704 -0.6471 3.1629 -0.054 -0.119 0.128 0.01
N -1.6047 -0.8178 1.9833 0.130 0.589 -0.326 0.16
C -1.7293 -1.9887 1.3418 -0.161 -0.230 0.135 0.06
C -1.1731 -2.0246 0.0011 -0.198 -0.042 0.207 0.15
O -0.7299 -0.9599 -0.5072 0.204 0.117 -0.227 0.27
H -1.8205 -5.3158 -0.6380 -0.009 -0.008 -0.001 0.00
H -3.5608 -3.6969 3.6172 0.004 -0.010 0.003 0.00
H -3.3684 -1.4880 4.7323 0.007 -0.008 0.018 0.00
H -2.0460 0.3193 3.6326 -0.009 -0.004 0.012 0.00
O 1.1001 0.9484 -3.5952 -0.010 -0.089 -0.708 0.52
C 0.8599 1.2561 -2.4547 -0.432 1.090 2.112 0.09
O 1.1334 0.9919 -1.2868 0.007 -0.182 -0.911 0.13
C -0.2225 2.5710 -2.5086 0.572 -0.785 -0.351 0.23
C 0.1866 3.8255 -2.8788 -0.082 0.512 -0.219 0.03
C -0.6744 4.8714 -2.5484 0.395 -0.350 0.027 0.01
C -1.8004 4.6817 -1.7733 -0.392 0.091 0.181 0.00
C -2.1444 3.3836 -1.4287 0.897 0.032 -0.466 0.01
C -1.4096 2.2965 -1.8816 -0.492 -0.114 -0.340 0.04
N -3.1471 3.1221 -0.4175 -0.362 -0.629 0.828 0.00
O -3.8568 4.0098 -0.0384 -0.070 0.090 -0.238 0.02
O -3.1387 1.9815 0.0794 0.193 0.318 -0.145 0.03
N -0.2955 6.2501 -2.9733 -0.238 -0.218 0.307 0.00
O 0.6488 6.3395 -3.7185 -0.052 0.132 0.035 0.00
O -0.9751 7.1410 -2.5179 0.169 0.036 -0.183 0.00
H 1.1098 4.0398 -3.4024 -0.027 -0.071 -0.036 0.00
H -2.4009 5.5162 -1.4359 0.072 0.056 -0.032 0.00
H -1.8080 1.2901 -1.8364 0.181 -0.020 0.432 0.00
C 1.4166 4.1981 4.3833 0.333 0.297 0.159 0.00
N 0.1493 3.7130 3.8326 -0.039 -0.076 -0.019 0.01
C -1.0953 4.2041 4.4347 -0.296 0.208 0.162 0.00
C 0.0952 2.9629 2.7903 0.008 -0.020 -0.149 0.02
N 0.0024 2.3038 1.8376 -0.138 0.439 0.393 0.05
H 1.5115 5.2701 4.2059 -0.043 -0.041 -0.087 0.00
H 2.2587 3.6852 3.9272 -0.056 -0.058 -0.017 0.00
H 1.4265 4.0354 5.4601 -0.032 -0.139 -0.045 0.00
H -1.1769 5.2832 4.3004 0.056 -0.035 -0.044 0.00
H -1.0934 3.9836 5.5016 0.071 -0.049 -0.036 0.00
H -1.9572 3.7251 3.9754 0.063 -0.013 -0.047 0.00
```
Positions in Å, forces in eV/Å.

Its LUMO energy (alpha / beta) is -7.0 / -9.3 eV. Its spin multiplicity is 5. The value obtained for the orbital gap (alpha / beta) is 7.79 / 6.51 eV. As for the net charge: +2.

=====

Molar mass readings, ordered: 759.2, 420.1, 746.3, 846.9, 689.3 g/mol